No. 1
C12H8O | wB97M-V/def2-TZVPD

Geometry as XYZ:
```
21
C12H8O | the OMol25 dataset | wB97M-V/def2-TZVPD
C 2.35 -1.13 -0.02
C 1.13 -1.70 -0.05
C -0.20 -1.06 -0.02
C -1.39 -1.82 -0.04
C -2.64 -1.22 0.03
C -2.80 0.16 0.03
C -1.63 0.91 0.00
O -1.54 2.26 -0.06
C -0.21 2.55 -0.04
C 0.56 1.46 -0.02
C -0.37 0.34 -0.01
C 2.01 1.38 0.06
C 2.75 0.26 0.01
H 3.15 -1.85 -0.02
H 1.10 -2.78 -0.07
H -1.36 -2.90 0.03
H -3.57 -1.80 0.05
H -3.79 0.59 0.07
H 0.08 3.61 -0.07
H 2.53 2.33 0.09
H 3.84 0.41 0.06
```

The multiplicity is 1. Its LUMO energy is 0.002 hartree. As for the net charge: 0. Its SMILES is C1=Cc2cccc3occ(c23)C=C1.



No. 2
C4H12N2O2 | wB97M-V/def2-TZVPD

Geometry as XYZ:
```
20
C4H12N2O2 | the OMol25 dataset | wB97M-V/def2-TZVPD
C 2.11 1.19 0.13
C 1.53 -0.22 0.04
N 1.02 -0.60 1.35
O 2.50 -1.16 -0.35
H 1.31 1.90 0.35
H 2.84 1.24 0.93
H 2.58 1.46 -0.81
H 0.78 -0.26 -0.76
H 0.30 0.06 1.63
H 0.61 -1.52 1.31
H 3.15 -1.22 0.36
C -2.28 -1.19 -0.39
N -2.19 0.14 -0.95
C -1.76 1.20 -0.25
O -1.41 1.17 0.91
H -1.55 -1.85 -0.85
H -3.28 -1.60 -0.55
H -2.08 -1.10 0.67
H -2.43 0.25 -1.93
H -1.75 2.12 -0.85
```

The multiplicity is 1. Its LUMO energy is 0.027 hartree. As for the net charge: 0. Its SMILES is C[C@H](N)O.CNC=O.



Summary of E_HOMO in Ha
-0.272, -0.339
(order as listed above)
Summary of gap between HOMO and LUMO in Ha
0.2742, 0.3657
(order as listed above)
Summary of ΔE to the lowest compared entry with this formula, charge and spin in kJ/mol
0.0, 112.0
(order as listed above)